Formula: C16H20Cl3FOPt
Source: the Open Molecules 2025 dataset
Level of theory: the ωB97M-V functional and the def2-TZVPD basis

Values from the calculation:
**Multiplicity**: 5
**HOMO-LUMO gap (alpha / beta)**: 2.7954 / 5.4799 eV
**LUMO level (alpha / beta)**: 5.1 / 4.5 eV
**Charge**: -2
**E_HOMO (alpha / beta)**: 2.27 / -0.99 eV

Geometry (Å):
C (-0.947, 0.815, -1.896)
C (-1.179, -0.469, -2.415)
C (0.111, -1.139, -2.541)
C (-2.479, -1.121, -2.741)
C (1.114, -0.266, -2.097)
C (0.492, 0.968, -1.654)
C (1.215, 2.045, -1.236)
C (-1.988, 1.808, -1.694)
C (0.294, -2.535, -2.962)
C (2.552, -0.503, -2.092)
Pt (-0.962, -0.639, 1.072)
Cl (-2.144, -2.372, 0.294)
Cl (-3.017, 0.396, 1.431)
Cl (0.893, -1.865, 0.606)
H (-3.308, -0.460, -2.458)
H (-2.614, -2.074, -2.180)
H (-2.547, -1.341, -3.828)
H (-0.422, -3.148, -2.378)
H (1.327, -2.841, -2.744)
H (0.117, -2.677, -4.048)
H (2.823, -1.443, -1.584)
H (3.069, 0.333, -1.612)
H (2.919, -0.529, -3.134)
H (2.202, 1.963, -0.721)
H (0.378, 2.213, 0.605)
H (0.752, 3.063, -1.428)
H (-2.883, 1.391, -1.200)
H (-2.273, 2.250, -2.657)
H (-1.638, 2.598, -1.033)
O (-0.575, 2.123, 0.915)
H (-0.472, 2.703, 1.703)
F (1.988, -0.109, 6.344)
C (1.342, -0.011, 5.132)
C (2.134, 0.169, 3.994)
C (1.487, 0.220, 2.757)
C (0.102, 0.021, 2.763)
C (-0.681, -0.011, 3.887)
C (-0.047, -0.021, 5.136)
H (3.213, 0.244, 4.081)
H (2.014, 0.357, 1.807)
H (-1.766, -0.012, 3.760)
H (-0.595, -0.094, 6.047)



Formula: C16H20ClN3O4
Source: the Open Molecules 2025 dataset
Level of theory: the ωB97M-V functional and the def2-TZVPD basis

Values from the calculation:
**HOMO-LUMO gap**: 8.2689 eV
**LUMO level**: 0.1 eV
**Charge**: 0
**E_HOMO**: -8.14 eV
**Energy above the lowest of the compared OMol25 structures with the same formula, charge and spin**: 1446.8 kJ/mol

Geometry (Å):
O (0.129, -3.455, 2.368)
C (0.051, -2.859, 1.388)
C (-0.041, -3.721, -0.065)
O (0.691, -2.962, -1.185)
C (-0.134, -2.585, -2.132)
O (-1.495, -2.735, -1.874)
C (0.627, -2.153, -3.340)
N (-0.058, -0.763, -3.674)
C (0.055, -0.038, -2.660)
O (0.292, -0.406, -1.447)
C (-0.532, 1.377, -2.898)
C (-0.846, 2.182, -1.615)
C (0.835, 2.737, -1.271)
C (1.481, 3.596, -2.600)
C (1.341, 2.337, -3.727)
C (0.046, 2.154, -4.146)
N (-0.026, -1.618, 1.222)
C (-0.136, -0.532, 2.072)
C (-0.201, -0.859, 3.343)
C (-0.367, 0.223, 4.233)
C (-0.194, 1.622, 3.632)
Cl (-0.644, 2.782, 4.667)
C (-0.302, 1.747, 2.284)
N (-0.377, 0.837, 1.509)
H (-0.823, -4.018, -0.309)
H (0.716, -4.507, 0.088)
H (1.829, -2.187, -3.223)
H (0.341, -2.730, -4.273)
H (-0.231, -0.484, -4.434)
H (-1.673, 1.109, -3.152)
H (-0.712, 1.772, -0.728)
H (-1.190, 3.186, -1.787)
H (1.446, 1.661, -1.012)
H (0.713, 3.430, -0.491)
H (2.504, 3.783, -2.421)
H (0.955, 4.402, -2.840)
H (1.826, 1.598, -3.635)
H (1.839, 2.937, -4.625)
H (-0.073, 1.557, -4.933)
H (-0.686, 2.952, -4.243)
H (0.090, -1.246, 0.150)
H (-0.019, -1.783, 3.797)
H (-0.240, -0.114, 5.307)
H (-0.565, 2.833, 1.870)



Formula: C16H20CoF5NO5STe
Source: the Open Molecules 2025 dataset
Level of theory: the ωB97M-V functional and the def2-TZVPD basis

Values from the calculation:
**Multiplicity**: 2
**HOMO-LUMO gap (alpha / beta)**: 6.2116 / 6.2397 eV
**LUMO level (alpha / beta)**: -8.8 / -8.8 eV
**Charge**: +2
**E_HOMO (alpha / beta)**: -15.04 / -15.04 eV
**Energy above the lowest of the compared OMol25 structures with the same formula, charge and spin**: 0.0 kJ/mol

Geometry (Å):
Co (0.507, 0.046, 0.254)
C (-2.393, -0.345, -0.149)
O (-1.294, -0.422, 0.806)
C (-1.539, 0.300, 2.047)
C (-1.232, 1.757, 1.803)
O (0.011, 1.774, 1.071)
C (0.705, 3.049, 1.117)
H (-3.278, -0.741, 0.344)
H (-2.122, -0.967, -0.994)
H (-2.542, 0.681, -0.476)
H (-0.863, -0.133, 2.781)
H (-2.568, 0.127, 2.358)
H (-1.106, 2.283, 2.750)
H (-1.998, 2.264, 1.214)
H (0.986, 3.260, 2.146)
H (0.037, 3.817, 0.729)
H (1.585, 2.961, 0.493)
O (0.958, -2.769, 0.421)
N (0.762, -1.862, -0.194)
O (-0.020, 0.416, -1.458)
S (0.824, 1.353, -2.421)
C (-0.251, 1.456, -3.827)
C (0.027, 2.490, -4.710)
C (-0.752, 2.604, -5.851)
C (-1.792, 1.712, -6.076)
C (-2.065, 0.699, -5.165)
C (-1.290, 0.559, -4.024)
C (2.146, 0.347, -3.042)
C (3.321, 0.997, -3.376)
C (4.383, 0.236, -3.849)
C (4.253, -1.139, -3.974)
C (3.059, -1.771, -3.637)
C (1.988, -1.026, -3.175)
H (0.828, 3.193, -4.519)
H (-0.554, 3.399, -6.556)
H (-2.402, 1.814, -6.963)
H (-2.888, 0.020, -5.342)
H (-1.499, -0.218, -3.303)
H (3.423, 2.068, -3.253)
H (5.318, 0.719, -4.101)
H (5.085, -1.724, -4.342)
H (2.966, -2.843, -3.748)
H (1.042, -1.497, -2.941)
F (3.179, 1.643, 2.244)
Te (3.286, 0.076, 1.299)
F (1.489, -0.455, 1.975)
F (4.046, -0.694, 2.756)
F (3.358, -1.609, 0.532)
F (4.859, 0.559, 0.530)
O (2.204, 0.669, -0.067)



Formula: C16H20F6MnN4O6S3Se
Source: the Open Molecules 2025 dataset
Level of theory: the ωB97M-V functional and the def2-TZVPD basis

Values from the calculation:
**Multiplicity**: 5
**HOMO-LUMO gap (alpha / beta)**: 6.0716 / 7.7626 eV
**LUMO level (alpha / beta)**: -4.9 / -3.3 eV
**Charge**: +1
**E_HOMO (alpha / beta)**: -10.98 / -11.01 eV
**Energy above the lowest of the compared OMol25 structures with the same formula, charge and spin**: 0.0 kJ/mol

Geometry (Å):
Mn (0.089, 0.499, -0.313)
O (-1.025, -0.989, -0.420)
N (-1.501, -1.341, -1.632)
C (-2.669, -2.009, -1.681)
C (-3.162, -2.391, -2.898)
C (-2.445, -2.069, -4.056)
C (-1.264, -1.373, -3.971)
C (-0.781, -0.988, -2.718)
S (0.668, -0.079, -2.434)
H (-3.141, -2.179, -0.727)
H (-4.102, -2.920, -2.944)
H (-2.830, -2.355, -5.025)
H (-0.706, -1.089, -4.851)
F (-0.387, 5.071, -2.726)
C (0.193, 3.908, -2.538)
F (1.510, 4.054, -2.531)
F (-0.151, 3.055, -3.491)
S (-0.333, 3.241, -0.863)
O (0.820, 2.398, -0.434)
O (-0.635, 4.367, -0.054)
N (-1.416, 2.118, -1.068)
S (-2.892, 2.277, -1.680)
O (-3.065, 3.515, -2.359)
O (-3.212, 1.016, -2.273)
C (-3.911, 2.365, -0.132)
F (-3.414, 3.265, 0.708)
F (-5.146, 2.680, -0.469)
F (-3.900, 1.175, 0.473)
C (-1.112, 0.178, 3.782)
C (-0.028, 1.263, 3.777)
C (-0.262, 1.981, 2.467)
O (-0.678, 0.930, 1.542)
C (-1.421, -0.072, 2.304)
H (-2.006, 0.519, 4.301)
H (-0.769, -0.730, 4.273)
H (0.966, 0.818, 3.782)
H (-0.111, 1.941, 4.623)
H (0.613, 2.467, 2.045)
H (-1.084, 2.699, 2.522)
H (-1.099, -1.048, 1.953)
H (-2.478, 0.067, 2.069)
C (1.383, -3.134, 0.237)
N (2.764, -2.835, 0.552)
C (3.786, -3.758, 0.580)
C (4.906, -3.102, 0.941)
N (4.564, -1.783, 1.129)
C (5.477, -0.724, 1.515)
C (3.247, -1.621, 0.889)
Se (2.379, 0.000, 1.080)
H (1.274, -4.214, 0.183)
H (1.110, -2.685, -0.717)
H (0.741, -2.736, 1.017)
H (3.622, -4.793, 0.343)
H (5.912, -3.453, 1.082)
H (6.457, -1.166, 1.668)
H (5.131, -0.260, 2.438)
H (5.524, 0.027, 0.728)



Formula: C16H20IrN3O9S2
Source: the Open Molecules 2025 dataset
Level of theory: the ωB97M-V functional and the def2-TZVPD basis

Values from the calculation:
**HOMO-LUMO gap**: 7.8060 eV
**LUMO level**: -0.1 eV
**Charge**: 0
**E_HOMO**: -7.94 eV
**Energy above the lowest of the compared OMol25 structures with the same formula, charge and spin**: 0.0 kJ/mol

Geometry (Å):
Ir (-0.033, 1.867, -0.351)
O (-3.640, 3.773, 0.506)
C (-2.414, 3.361, 0.277)
O (-2.163, 2.378, -0.403)
C (-1.320, 4.216, 0.884)
O (-0.247, 3.413, 1.348)
C (-0.508, 2.649, 2.545)
C (-1.232, 1.331, 2.243)
O (-2.157, 0.952, 2.929)
O (-0.728, 0.677, 1.237)
H (-4.262, 3.171, 0.064)
H (-0.909, 4.814, 0.068)
H (-1.711, 4.862, 1.670)
H (0.479, 2.411, 2.942)
H (-1.068, 3.250, 3.259)
C (0.712, -4.982, 0.378)
C (1.154, -3.542, 0.384)
C (0.969, -2.744, 1.509)
C (1.449, -1.442, 1.547)
C (2.114, -0.929, 0.447)
C (2.299, -1.704, -0.691)
C (1.812, -3.000, -0.720)
S (2.884, 0.666, 0.531)
O (2.941, 0.997, 1.935)
O (4.130, 0.562, -0.190)
N (1.943, 1.711, -0.263)
C (2.653, 2.754, -1.010)
C (1.690, 3.529, -1.891)
O (2.062, 4.309, -2.732)
O (0.407, 3.331, -1.618)
H (-0.146, -5.141, 1.031)
H (1.516, -5.627, 0.737)
H (0.455, -5.316, -0.627)
H (0.462, -3.152, 2.376)
H (1.339, -0.832, 2.432)
H (2.842, -1.293, -1.531)
H (1.970, -3.611, -1.601)
H (3.450, 2.339, -1.625)
H (3.106, 3.491, -0.337)
S (-0.182, 0.452, -2.076)
C (-1.124, -0.908, -1.665)
N (-1.673, -1.227, -0.513)
C (-2.381, -2.499, -0.575)
C (-2.316, -2.856, -2.074)
N (-1.384, -1.856, -2.588)
H (-1.484, -0.678, 0.340)
H (-3.405, -2.385, -0.221)
H (-1.880, -3.239, 0.045)
H (-3.291, -2.767, -2.556)
H (-1.935, -3.862, -2.241)
H (-1.243, -1.678, -3.567)



The records above yield DFT total energy values of -62492.8183, -42086.1795, -97967.3278, -180633.0109, -64325.2036 eV, respectively.